Record 1
ORCA calculation (ωB97M-V with the def2-TZVPD basis set) on the molecule C15H15F2NO2S.

Computed properties:
- LUMO level: 0.0196 Eh
- SMILES: O=S(=O)(NCCCc1ccccc1)c1ccc(F)c(F)c1
- Gap between HOMO and LUMO: 9.74 eV
- HOMO energy: -9.21 eV

Structure (XYZ):
```
36
Properties=species:S:1:pos:R:3:forces:R:3
O -2.0364 1.6214 -0.8274 0.4 0.0 0.1
S -2.6058 0.3180 -0.7005 -0.2 -0.6 0.1
O -3.9127 0.0625 -1.2224 0.0 -0.3 0.1
N -2.6618 -0.1019 0.9042 -0.3 0.3 -0.7
C -1.4220 -0.0578 1.6567 0.5 0.5 0.1
C -1.1321 1.3769 2.0961 0.2 -0.2 0.2
C 0.3028 1.5296 2.6115 -0.2 0.0 -0.1
C 1.3014 1.3052 1.5103 0.1 0.0 0.1
C 1.4255 2.2359 0.4849 0.0 -0.1 0.0
C 2.3282 2.0353 -0.5439 0.0 0.1 -0.1
C 3.1223 0.9002 -0.5625 0.1 0.0 0.0
C 3.0008 -0.0357 0.4494 0.1 -0.1 0.0
C 2.0949 0.1662 1.4771 0.0 0.0 0.0
C -1.4670 -0.8722 -1.4336 -0.4 0.5 0.2
C -1.9411 -2.1362 -1.7290 -0.1 -0.1 0.0
C -1.0887 -3.0766 -2.2812 0.2 0.2 0.0
C 0.2294 -2.7294 -2.5291 0.0 0.1 0.1
F 1.0589 -3.6360 -3.0626 0.0 0.2 0.1
C 0.6954 -1.4502 -2.2358 -0.2 -0.1 0.0
F 1.9670 -1.1311 -2.5018 -0.1 -0.1 -0.1
C -0.1565 -0.5111 -1.6788 0.2 -0.1 -0.1
H -3.2263 -0.9249 1.0312 -0.2 -0.1 0.0
H -0.5900 -0.4286 1.0414 0.0 -0.1 0.2
H -1.5177 -0.7093 2.5281 0.0 0.0 -0.1
H -1.8428 1.6631 2.8722 -0.1 0.0 0.0
H -1.2877 2.0275 1.2366 0.0 0.1 0.1
H 0.4227 2.5399 3.0080 0.0 0.0 0.1
H 0.4786 0.8225 3.4252 0.1 0.0 0.1
H 0.8101 3.1234 0.4951 -0.1 0.1 0.0
H 2.4153 2.7680 -1.3328 0.0 0.1 -0.1
H 3.8272 0.7422 -1.3642 0.1 0.0 -0.1
H 3.6140 -0.9249 0.4388 0.0 -0.1 0.0
H 2.0094 -0.5663 2.2685 0.0 -0.1 0.1
H -2.9794 -2.3609 -1.5457 -0.1 -0.1 0.0
H -1.4248 -4.0706 -2.5296 0.0 -0.1 0.0
H 0.1890 0.4859 -1.4546 0.2 0.1 0.0
```
Positions in Å, forces in eV/Å.

Record 2
ORCA calculation (ωB97M-V with the def2-TZVPD basis set) on a 2-piece molecular cluster, C15H15F3N2O6P2 overall in a non-equilibrium geometry.

Computed properties:
- LUMO level: -0.0740 Eh
- SMILES: O=C1c2cccc(C[C@@H](O)C(F)(F)F)c2C(=O)N1PP(=O)(O)O.c1cc[nH]c1
- Gap between HOMO and LUMO: 5.78 eV
- HOMO energy: -7.79 eV

Structure (XYZ):
```
43
Properties=species:S:1:pos:R:3:forces:R:3
O -1.0001 2.7343 -2.0581 4.7 -7.0 3.9
C -0.2689 1.7644 -1.4948 -1.4 4.4 -0.9
C 1.1713 1.9114 -0.7255 3.4 -0.7 1.5
C 1.9381 3.1842 -0.0327 1.4 -4.2 -0.3
C 3.4136 2.8718 0.6751 -1.8 -2.8 -1.4
C 4.1030 1.3560 0.7180 -3.8 0.7 -1.9
C 3.2893 0.0657 0.0344 -1.4 3.6 -0.4
C 3.8272 -1.4829 0.0416 -1.7 0.1 0.1
C 4.3320 -2.0255 1.5177 0.1 -0.8 -1.8
O 5.6680 -1.4616 1.7784 -0.8 -1.9 -0.8
C 3.2427 -1.8023 2.7268 -0.1 0.1 2.2
F 3.7442 -2.5969 3.9035 -1.9 2.6 -3.6
F 1.8784 -2.3356 2.3994 4.4 1.8 0.9
F 3.0933 -0.4001 3.1806 0.3 -4.8 -1.5
C 1.8558 0.4226 -0.6764 0.3 2.7 0.9
C 0.7530 -0.4889 -1.4768 3.6 -3.2 -1.5
O 1.0666 -1.6303 -2.0948 -2.8 7.0 4.0
N -0.5937 0.2590 -1.3957 1.2 -0.2 -1.0
P -1.1725 -0.2598 0.2276 1.0 1.2 1.4
P -2.0296 -2.2918 0.1561 -6.2 -3.6 -2.3
O -3.5546 -2.2398 -0.3336 5.7 -0.1 2.0
O -1.9705 -3.0332 1.7670 2.3 1.7 -3.2
O -1.1341 -3.3720 -0.9267 0.2 2.8 3.8
H 1.4215 4.2402 -0.0433 1.4 -2.4 0.1
H 4.0003 3.7566 1.1998 -1.4 -2.1 -1.3
H 5.1622 1.1923 1.2332 -2.7 0.4 -1.2
H 2.8875 -2.1606 -0.2463 2.0 1.6 0.4
H 4.6491 -1.6570 -0.7979 -1.6 0.4 2.1
H 4.4503 -3.2064 1.3978 -0.6 2.5 0.6
H 6.2955 -2.0577 1.2351 -1.5 1.5 1.4
H -2.3363 0.5796 0.5448 0.5 -1.0 -0.9
H -0.9957 -3.1932 1.9763 -1.7 0.2 -0.1
H -0.2003 -3.3431 -0.5373 -1.4 -0.3 -1.1
C -6.0387 2.7894 -1.1433 0.1 0.1 0.4
C -6.2874 2.0804 -2.3428 0.0 -0.3 -0.2
C -5.7266 0.8304 -2.2045 0.1 0.0 0.0
N -5.1442 0.7621 -0.9656 -0.1 0.1 0.0
C -5.3342 1.9502 -0.3092 0.0 0.0 -0.1
H -6.3418 3.8024 -0.9123 0.1 -0.2 0.0
H -6.8189 2.4424 -3.2133 0.1 -0.1 0.1
H -5.6911 -0.0135 -2.8804 0.0 0.2 0.1
H -4.6521 -0.0398 -0.5937 -0.2 0.0 -0.2
H -4.9516 2.0969 0.6919 -0.1 0.0 -0.1
```
Positions in Å, forces in eV/Å.

Record 3
ORCA calculation (ωB97M-V with the def2-TZVPD basis set) on C15H15HfN2O5 as an isolated structure.

Computed properties:
- LUMO level: -0.4244 Eh
- Gap between HOMO and LUMO: 8.28 eV
- Charge: +3
- HOMO energy: -19.83 eV

Structure (XYZ):
```
38
Properties=species:S:1:pos:R:3:forces:R:3
Hf 0.0372 -0.5184 0.0283 0.2 -0.2 0.4
O 2.6784 -0.5781 -3.3169 -0.1 0.0 0.1
C 2.1269 -0.5502 -2.1686 0.1 0.0 -0.1
O 0.8763 -0.5284 -1.9816 0.0 0.0 0.3
C 3.0002 -0.5600 -0.9752 0.1 0.0 -0.1
C 4.3753 -0.6143 -0.9286 -0.1 0.0 0.0
C 4.9789 -0.6444 0.3384 0.0 0.0 0.0
C 4.1964 -0.6285 1.4847 -0.1 0.0 0.0
C 2.8140 -0.5764 1.3368 0.2 0.0 0.2
N 2.2422 -0.5346 0.1384 0.2 0.0 -0.1
C 1.8068 -0.5609 2.4650 -0.3 0.0 -0.1
O 2.0340 -0.5353 3.6153 0.1 0.0 0.0
O 0.5329 -0.5608 1.9070 0.1 0.1 -0.3
H 2.0489 -0.5718 -4.0666 0.0 0.0 0.0
H 4.9665 -0.6369 -1.8351 0.0 0.0 0.0
H 6.0584 -0.6860 0.4159 0.0 0.0 0.0
H 4.6269 -0.6588 2.4783 0.0 0.0 0.0
O -1.0105 -2.3534 0.0510 0.0 0.4 -0.1
C -2.3193 -1.9130 0.6446 0.1 -0.1 0.1
C -3.1938 -1.3059 -0.4289 -0.1 0.0 0.0
C -2.5596 -0.1403 -1.2159 0.1 0.0 -0.2
C -2.3370 1.1474 -0.4502 -0.2 0.1 0.0
C -3.2885 2.1441 -0.3912 0.1 -0.1 0.0
C -3.0339 3.2808 0.3694 0.0 0.0 0.0
C -1.8370 3.3919 1.0701 0.1 0.0 0.0
C -0.9226 2.3688 0.9850 0.0 0.1 0.0
N -1.1602 1.2730 0.2228 -0.1 -0.2 -0.1
H -0.9450 -3.2936 -0.1738 -0.1 -0.1 0.0
H -2.0177 -1.2168 1.4467 -0.1 0.0 -0.1
H -2.7480 -2.7740 1.1543 -0.1 0.0 -0.1
H -4.1078 -0.9620 0.0635 0.0 0.0 0.0
H -3.4976 -2.0823 -1.1329 0.0 0.0 0.0
H -3.1922 0.0772 -2.0791 -0.1 0.0 0.1
H -1.6406 -0.4652 -1.7564 0.0 0.0 0.1
H -4.2159 2.0390 -0.9386 0.0 0.0 0.0
H -3.7684 4.0749 0.4186 0.0 0.0 0.0
H -1.6202 4.2577 1.6801 0.0 0.0 0.0
H 0.0157 2.3956 1.5252 0.0 0.0 0.0
```
Positions in Å, forces in eV/Å.

Record 4
ORCA calculation (ωB97M-V with the def2-TZVPD basis set) on C15H15N2O6Sc as an isolated structure in a non-equilibrium geometry.

Computed properties:
- LUMO level (alpha / beta): -0.3476 / -0.3475 Eh
- Gap between HOMO and LUMO (alpha / beta): 4.54 / 4.54 eV
- Charge: +2
- HOMO energy (alpha / beta): -13.99 / -13.99 eV

Structure (XYZ):
```
39
Properties=species:S:1:pos:R:3:forces:R:3
O -0.6906 -0.4777 -5.2685 0.5 -1.7 -0.3
C -0.6449 0.5402 -4.4317 -0.2 -1.0 0.9
Sc 0.6253 -0.8653 -3.7724 -0.8 1.8 0.1
O 3.4734 -0.2640 -5.6948 -4.1 -0.7 3.2
C 2.5705 -0.4255 -4.9883 4.9 0.9 -3.8
C -4.1481 0.1564 -4.8400 -5.2 -3.8 5.4
O -4.8392 -0.4165 -4.1106 4.2 2.8 -4.0
C 0.3812 -3.0819 -4.0135 -1.4 -6.4 -1.2
O 0.1278 -4.1998 -4.1669 1.2 4.8 0.7
C -0.5768 1.7896 -4.2791 -0.4 4.4 -0.4
O -0.6178 2.9600 -4.0856 0.3 -1.8 0.1
H -3.7573 0.8282 -5.5320 1.3 1.1 -1.5
C 2.1352 2.3889 3.5709 0.3 0.1 -0.2
C 0.6772 2.0048 3.5568 -0.5 -0.1 -0.1
N 0.3517 0.8355 2.7127 0.4 0.0 -1.2
C 0.8503 -0.4433 3.2606 0.0 0.1 0.1
C 0.1829 -0.7661 4.5872 0.0 -0.3 0.1
C 0.3314 1.0782 1.3439 0.4 0.9 1.3
O 0.6682 2.1538 0.8595 -0.6 -0.9 -0.1
C -0.1998 -0.0150 0.4465 0.0 0.3 -0.3
C -1.0348 -1.0521 0.8886 0.4 0.1 -0.6
C -1.4099 -2.0415 -0.0185 -0.2 -0.1 -0.4
C -0.9694 -1.9654 -1.3393 0.5 0.3 0.8
N -0.1569 -0.9622 -1.7532 -0.7 0.5 0.5
C 0.1302 0.0757 -0.9109 -0.2 -1.4 0.3
H 2.7711 1.5664 3.9092 0.0 0.2 0.0
H 2.2720 3.2335 4.2515 0.1 -0.1 0.0
H 2.4481 2.7065 2.5725 0.1 -0.1 0.2
H 0.3404 1.7345 4.5597 -0.1 0.3 -0.2
H 0.0801 2.8395 3.1818 0.0 -0.1 0.2
H 0.6654 -1.2487 2.5441 0.2 0.2 0.1
H 1.9438 -0.3701 3.4092 -0.4 -0.1 -0.2
H -0.9083 -0.7599 4.4942 0.1 0.1 0.0
H 0.4874 -1.7679 4.9019 0.0 0.1 0.1
H 0.4750 -0.0628 5.3733 -0.1 -0.3 -0.1
H -1.3705 -1.0683 1.9228 0.0 -0.1 -0.2
H -2.0339 -2.8813 0.2795 0.0 0.3 0.0
H -1.2579 -2.7123 -2.0876 0.2 0.2 0.4
H 0.6275 0.9556 -1.3335 0.1 -0.3 0.4
```
Positions in Å, forces in eV/Å.

Record 5
ORCA calculation (ωB97M-V with the def2-TZVPD basis set) on the molecule C15H15N3O3S2 in a non-equilibrium geometry.

Computed properties:
- LUMO level: -0.0134 Eh
- SMILES: COC(=O)c1sc(NC(=S)NC(=O)c2ccc(C)cc2)nc1C
- Gap between HOMO and LUMO: 8.07 eV
- HOMO energy: -8.44 eV

Structure (XYZ):
```
38
Properties=species:S:1:pos:R:3:forces:R:3
C -6.3614 -1.0074 0.7940 -0.3 -0.4 0.0
O -5.2252 -0.1797 0.6071 0.2 0.3 0.0
C -4.2084 -0.7219 -0.0846 0.0 -0.4 -0.2
O -4.2305 -1.8436 -0.5351 -0.1 0.1 0.1
C -3.1055 0.2174 -0.2062 0.4 0.3 -0.1
S -3.2136 1.7987 0.5124 0.7 0.0 -0.3
C -1.6000 2.1022 -0.0906 -1.3 -0.7 0.0
N -1.0069 3.3118 0.1261 0.1 0.2 0.3
C 0.3117 3.6110 -0.0563 0.1 0.5 0.0
S 0.7859 5.1595 -0.3158 0.1 0.2 -0.1
N 1.2197 2.5860 -0.0233 0.1 -0.1 0.0
C 1.1510 1.4621 0.7926 -0.1 0.2 0.2
O 0.2787 1.3165 1.6172 0.2 -0.1 0.0
C 2.2202 0.4684 0.5511 0.2 -0.4 0.1
C 3.4968 0.7825 0.0913 -0.2 0.0 0.1
C 4.4269 -0.2190 -0.1101 0.0 -0.1 0.0
C 4.1125 -1.5526 0.1298 0.0 0.1 0.1
C 5.1163 -2.6320 -0.1245 0.0 0.0 -0.1
C 2.8400 -1.8601 0.6000 0.1 0.1 0.0
C 1.9103 -0.8647 0.8185 -0.1 0.2 0.0
N -1.0729 1.1293 -0.7593 0.5 0.4 -0.3
C -1.8868 0.0545 -0.8288 -1.0 -0.2 0.4
C -1.4243 -1.1562 -1.5521 -0.1 -0.1 0.0
H -7.0893 -0.4049 1.3307 0.0 0.0 0.0
H -6.7608 -1.3265 -0.1711 0.0 0.0 0.1
H -6.0936 -1.8935 1.3735 -0.1 0.1 0.0
H -1.6087 4.0926 0.3553 0.3 0.0 -0.2
H 2.0964 2.7787 -0.4892 -0.3 0.1 0.1
H 3.7952 1.8080 -0.0762 0.0 0.1 0.0
H 5.4174 0.0380 -0.4567 0.1 0.0 0.0
H 6.1299 -2.2597 0.0026 0.1 0.0 0.0
H 5.0165 -2.9938 -1.1485 0.1 -0.1 0.0
H 4.9593 -3.4740 0.5451 0.0 -0.1 0.0
H 2.5809 -2.8892 0.8017 0.0 -0.1 0.0
H 0.9255 -1.0976 1.1947 -0.1 0.0 0.0
H -0.4368 -1.4377 -1.1912 0.1 0.0 0.0
H -1.3388 -0.9328 -2.6146 0.0 0.0 -0.1
H -2.1275 -1.9701 -1.4093 0.1 -0.1 -0.1
```
Positions in Å, forces in eV/Å.

Record 6
ORCA calculation (ωB97M-V with the def2-TZVPD basis set) on C15H16BiIN4O2Se3Te as an isolated structure.

Computed properties:
- LUMO level: -0.0095 Eh
- Gap between HOMO and LUMO: 7.25 eV
- HOMO energy: -7.51 eV

Structure (XYZ):
```
43
Properties=species:S:1:pos:R:3:forces:R:3
Bi 0.3775 0.2307 -0.3707 -0.2 0.2 0.1
C -0.8068 -2.3970 3.9666 0.1 0.1 0.0
O -2.0365 -2.3016 3.2340 0.0 0.0 0.0
C -1.9993 -1.5303 2.1415 0.1 0.2 -0.3
O -1.0170 -0.9275 1.7500 0.0 -0.2 0.3
N -3.2054 -1.5016 1.5360 -0.1 -0.1 0.1
N -3.3943 -0.7260 0.3975 0.0 0.0 -0.1
H -1.0324 -3.0028 4.8379 0.0 0.0 0.0
H -0.4605 -1.4084 4.2642 0.0 0.0 0.0
H -0.0352 -2.8711 3.3635 0.0 0.0 0.0
H -3.9712 -1.9799 1.9819 -0.1 0.0 0.0
H -3.9651 0.0826 0.6113 0.0 0.1 0.0
H -3.8443 -1.2839 -0.3172 0.1 0.0 0.0
Se 1.7526 -1.5474 1.0126 0.3 -0.2 0.0
Se 3.4855 -2.0433 -0.4757 -0.1 0.1 0.0
Te 4.4978 0.2331 -0.6529 -0.3 0.0 0.1
Se 2.4430 1.2745 -1.7126 0.2 0.0 -0.1
I -3.4134 -5.0946 -0.2193 0.2 0.3 -0.1
C -2.3845 -3.7984 -1.5177 -0.2 -0.2 0.2
C -2.8767 -3.5647 -2.7908 0.0 0.0 0.0
C -2.1419 -2.7476 -3.6362 0.0 -0.1 0.0
C -0.9538 -2.2080 -3.1694 0.0 0.0 0.0
N -0.5036 -2.4112 -1.9347 0.1 0.0 0.0
C -1.2014 -3.1912 -1.1174 0.0 -0.1 -0.1
H -3.8033 -4.0145 -3.1209 0.0 0.0 0.0
H -2.4836 -2.5554 -4.6440 0.0 0.0 0.0
H -0.3280 -1.5926 -3.8064 -0.1 0.0 0.0
H -0.7863 -3.3464 -0.1268 0.0 0.0 0.0
C 0.3421 1.8277 1.3070 0.0 -0.2 0.0
C -1.0677 2.2438 1.4503 -0.1 0.1 -0.1
C -1.8594 1.8258 2.5251 0.0 0.0 0.0
C -3.2106 2.1046 2.5727 -0.1 0.0 0.0
C -3.8221 2.8129 1.5348 0.4 -0.1 0.0
C -3.0355 3.2871 0.4827 -0.1 0.0 0.0
C -1.6826 3.0168 0.4545 0.1 -0.1 0.0
C -5.2334 3.0295 1.5525 -0.3 0.1 0.0
N -6.3758 3.1679 1.5599 0.1 0.0 0.0
H 0.7510 1.3745 2.2074 0.0 0.0 0.0
H 0.9888 2.6260 0.9481 0.0 0.0 0.0
H -1.4042 1.2743 3.3376 0.0 0.0 0.0
H -3.8068 1.7796 3.4167 0.0 0.0 0.0
H -3.4905 3.8609 -0.3141 0.0 0.0 0.0
H -1.0822 3.3977 -0.3646 0.0 0.0 0.0
```
Positions in Å, forces in eV/Å.